No. 1
Below is one molecule with the formula CH2N2O3S, with properties calculated with ωB97M-V with the def2-TZVPD basis set.

## Properties
Net charge: 0
Multiplicity: 1
Maximum force in hartree/bohr: 0.1050
Frontier orbital gap (alpha / beta) in eV: 8.45 / 8.46
Highest occupied orbital energy (alpha / beta) in eV: -9.298 / -9.302

Geometry (Å):
C: 0.554 0.849 0.054
N: 1.559 0.079 -0.141
N: -0.725 -0.221 0.163
O: -0.477 -1.488 0.185
O: 0.322 2.036 0.083
O: -3.044 -0.930 -0.171
S: -2.213 0.235 0.000
H: 1.434 -0.989 0.006
H: 2.591 0.430 -0.180

No. 2
Below is one molecule with the formula C5H10O, with properties calculated with ωB97M-V with the def2-TZVPD basis set.

## Properties
Net charge: 0
Multiplicity: 1
Maximum force in hartree/bohr: 0.0219
Frontier orbital gap in eV: 9.15
Highest occupied orbital energy in eV: -8.088

Geometry (Å):
C: 2.282 0.084 0.152
O: 1.146 -0.771 0.065
C: 0.354 -0.521 -0.963
C: -0.871 1.237 0.178
C: -0.915 -1.258 -0.679
C: -1.412 -0.243 0.381
H: 3.142 -0.535 0.401
H: 2.414 0.594 -0.806
H: 2.117 0.820 0.949
H: -1.309 1.675 -0.726
H: -1.227 1.763 1.058
H: 0.198 1.500 0.110
H: -1.571 -1.324 -1.555
H: -0.725 -2.267 -0.286
H: -1.125 -0.632 1.367
H: -2.497 -0.121 0.355

No. 3
Below is C19H21N5O2SbV as an isolated structure, with properties calculated with ωB97M-V with the def2-TZVPD basis set.

## Properties
Net charge: +2
Multiplicity: 1
Maximum force in hartree/bohr: 0.0368
Frontier orbital gap in eV: 7.87
Highest occupied orbital energy in eV: -14.880

Geometry (Å):
V: -0.085 -0.172 -0.163
C: -1.111 -2.950 1.537
C: 0.287 -2.518 1.846
C: 1.139 -3.307 2.620
C: 2.409 -2.863 2.918
C: 2.804 -1.599 2.477
C: 1.928 -0.848 1.722
N: 0.704 -1.325 1.395
Sb: 2.398 1.255 1.461
C: 0.357 1.839 1.884
C: 0.154 2.807 2.846
C: -1.149 3.202 3.145
C: -2.201 2.616 2.475
C: -1.947 1.640 1.512
C: -3.043 0.966 0.753
N: -0.687 1.273 1.237
C: 2.119 1.539 -0.673
C: 3.108 2.220 -1.350
C: 2.850 2.690 -2.638
C: 1.598 2.499 -3.179
C: 0.626 1.799 -2.463
C: -0.756 1.612 -3.004
N: 0.912 1.313 -1.246
H: -1.282 -3.970 1.872
H: -1.335 -2.894 0.473
H: -1.821 -2.304 2.060
H: 0.787 -4.264 2.977
H: 3.081 -3.472 3.507
H: 3.777 -1.207 2.742
H: 0.992 3.256 3.362
H: -1.329 3.960 3.895
H: -3.222 2.899 2.683
H: -4.017 1.347 1.050
H: -3.035 -0.113 0.927
H: -2.931 1.122 -0.322
H: 4.066 2.405 -0.881
H: 3.613 3.222 -3.190
H: 1.350 2.886 -4.158
H: -0.831 2.014 -4.011
H: -1.474 2.146 -2.376
H: -1.055 0.565 -3.029
N: 1.143 -1.556 -1.441
N: 0.244 -2.254 -2.256
C: -1.091 -1.970 -2.144
O: -1.979 -2.429 -2.780
O: -1.301 -1.036 -1.148
H: 1.801 -1.033 -2.018
H: 1.676 -2.214 -0.873
H: 0.573 -2.907 -2.953

No. 4
Below is C34H30BrClFN8O8Sc as an isolated structure, with properties calculated with ωB97M-V with the def2-TZVPD basis set.

## Properties
Net charge: 0
Multiplicity: 1
Maximum force in hartree/bohr: 0.0130
Frontier orbital gap in eV: 7.34
Highest occupied orbital energy in eV: -8.020

Geometry (Å):
Sc: -0.177 -0.553 -0.951
C: -1.511 1.340 2.995
O: -1.420 1.406 1.585
C: -1.940 2.487 0.964
C: -2.455 3.601 1.601
C: -2.947 4.654 0.834
Br: -3.662 6.165 1.724
C: -2.909 4.628 -0.538
C: -2.373 3.509 -1.184
C: -1.928 2.437 -0.433
O: -1.443 1.296 -1.022
C: -2.303 3.503 -2.657
N: -3.172 4.078 -3.438
C: -2.707 3.837 -4.725
C: -3.240 4.222 -5.956
C: -2.564 3.841 -7.097
C: -1.377 3.088 -7.031
C: -0.838 2.695 -5.823
C: -1.532 3.084 -4.681
N: -1.292 2.865 -3.339
H: -2.551 1.407 3.326
H: -0.928 2.135 3.469
H: -1.097 0.375 3.275
H: -2.480 3.661 2.679
H: -3.277 5.450 -1.136
H: -1.712 1.262 -1.956
H: -4.153 4.802 -6.001
H: -2.951 4.124 -8.067
H: -0.876 2.811 -7.950
H: 0.077 2.119 -5.766
H: -0.442 2.458 -2.957
C: 4.395 -3.608 4.274
C: 5.087 -2.752 3.222
C: 6.141 -1.815 3.792
C: 5.504 -0.787 4.716
C: 4.369 -0.084 4.017
C: 3.953 1.164 4.414
C: 2.915 1.811 3.745
F: 2.547 3.026 4.187
C: 2.285 1.260 2.671
C: 2.690 -0.015 2.248
C: 2.025 -0.624 1.103
O: 1.125 0.037 0.516
C: 2.434 -1.929 0.738
C: 3.447 -2.516 1.451
N: 4.082 -1.955 2.482
C: 3.715 -0.687 2.920
C: 1.847 -2.751 -0.390
O: 2.273 -3.868 -0.587
O: 0.903 -2.171 -1.068
H: 5.134 -4.164 4.852
H: 3.720 -4.324 3.804
H: 3.808 -2.997 4.961
H: 5.550 -3.398 2.477
H: 6.648 -1.307 2.968
H: 6.889 -2.406 4.321
H: 6.242 -0.052 5.037
H: 5.135 -1.271 5.624
H: 4.434 1.665 5.246
H: 1.496 1.774 2.139
H: 3.760 -3.514 1.164
C: -3.319 -3.613 2.341
O: -2.225 -2.785 1.925
C: -2.409 -1.892 0.969
O: -1.418 -1.284 0.563
N: -3.668 -1.669 0.545
N: -3.825 -0.798 -0.552
H: -2.923 -4.237 3.135
H: -3.639 -4.240 1.509
H: -4.137 -3.003 2.727
H: -4.277 -2.474 0.568
H: -4.808 -0.574 -0.618
H: -3.524 -1.278 -1.399
Cl: 1.115 0.729 -2.586
N: -0.631 -1.536 -4.521
C: -1.239 -1.939 -3.390
O: -1.438 -1.046 -2.475
C: -1.671 -3.262 -3.239
C: -1.391 -4.205 -4.263
N: -1.128 -4.897 -5.148
C: -2.402 -3.649 -2.095
N: -3.009 -3.956 -1.162
H: -0.089 -0.687 -4.440
H: -0.319 -2.232 -5.180

No. 5
Below is a 15-piece molecular cluster, H28O18S overall, with properties calculated with ωB97M-V with the def2-TZVPD basis set.

## Properties
Net charge: -2
Multiplicity: 1
Maximum force in hartree/bohr: 0.1354
Frontier orbital gap in eV: 9.29
Highest occupied orbital energy in eV: -4.453

Geometry (Å):
S: -45.923 14.323 55.657
O: -45.878 15.646 55.054
O: -46.359 14.525 57.029
O: -46.899 13.518 54.947
O: -44.685 13.703 55.607
O: -43.783 11.394 55.934
H: -44.379 10.564 56.363
H: -44.098 12.274 55.934
O: -46.989 12.645 58.651
H: -46.180 12.868 59.116
H: -47.012 13.366 57.999
O: -43.145 14.790 57.568
H: -43.490 14.273 56.884
H: -43.639 15.539 57.877
O: -44.726 17.566 56.035
H: -45.149 17.696 56.977
H: -45.152 16.842 55.655
O: -44.899 16.786 52.919
H: -45.231 16.287 53.793
H: -45.729 16.835 52.509
O: -47.700 11.008 54.898
H: -47.235 10.629 55.526
H: -47.521 11.922 55.035
O: -46.293 12.627 52.421
H: -46.580 12.953 53.270
H: -45.506 11.950 52.605
O: -42.188 13.739 54.338
H: -42.933 13.659 54.923
H: -42.084 14.366 53.611
O: -44.695 13.273 59.392
H: -43.974 12.848 59.787
H: -44.271 13.587 58.551
O: -47.774 16.795 53.602
H: -48.556 16.194 53.744
H: -46.922 16.321 54.054
O: -48.191 16.147 57.502
H: -48.260 16.804 56.814
H: -47.662 15.382 57.296
O: -50.465 12.842 55.902
H: -49.670 13.385 55.492
H: -50.713 13.392 56.706
O: -49.187 14.468 54.049
H: -49.620 13.698 53.456
H: -48.326 14.011 54.178
O: -44.904 16.495 58.619
H: -45.630 15.995 58.257
H: -44.513 15.873 59.337

No. 6
Below is an isolated ion of composition C5H11N2S and charge +1, with properties calculated with ωB97M-V with the def2-TZVPD basis set.

## Properties
Net charge: +1
Multiplicity: 1
Maximum force in hartree/bohr: 0.0654
Frontier orbital gap in eV: 9.14
Highest occupied orbital energy in eV: -12.379

Geometry (Å):
C: 0.835 1.213 1.335
C: 0.288 0.415 0.438
N: -1.134 0.339 0.015
C: -2.011 1.431 0.362
S: -1.224 -0.302 -1.608
C: 0.601 -0.430 -1.703
N: 1.002 -0.632 -0.297
C: 0.657 -1.990 0.213
H: 1.872 1.131 1.607
H: 0.257 1.963 1.841
H: -2.999 1.198 -0.031
H: -2.074 1.492 1.447
H: -1.688 2.395 -0.038
H: 1.032 0.504 -2.079
H: 0.887 -1.263 -2.342
H: 2.010 -0.476 -0.189
H: 0.115 -2.550 -0.545
H: 1.558 -2.535 0.484
H: 0.014 -1.901 1.088

No. 7
Below is one molecule with the formula C6H11NO2, with properties calculated with ωB97M-V with the def2-TZVPD basis set.

## Properties
Net charge: 0
Multiplicity: 1
Maximum force in hartree/bohr: 0.0925
Frontier orbital gap in eV: 8.50
Highest occupied orbital energy in eV: -7.846

Geometry (Å):
H: 2.136 -2.274 0.019
N: 1.151 -2.552 0.004
C: 0.351 -1.718 -0.412
C: -1.123 -0.968 -0.037
C: -1.352 -0.664 1.421
C: -0.060 -0.413 -0.912
O: -0.306 -0.293 -2.276
C: 1.068 0.718 -0.334
C: 0.337 2.051 -0.332
O: 1.660 0.419 0.893
H: -1.987 -1.331 -0.586
H: -1.573 0.391 1.605
H: -2.192 -1.253 1.788
H: -0.490 -0.939 2.033
H: -0.992 0.380 -2.385
H: 1.871 0.689 -1.075
H: 0.994 2.832 0.051
H: -0.566 1.992 0.278
H: 0.042 2.323 -1.343
H: 1.031 0.610 1.600

- multiplicity of number 6 (C5H11N2S)?
  1

- Among the records above, which one has the lowest maximum force?
  C34H30BrClFN8O8Sc